(1)
A single C10H8N2 molecule. Source: the Open Molecules 2025 dataset; level of theory: ωB97M-V/def2-TZVPD.

Each line ends with the Löwdin charge.
Cartesian coordinates (Å):
1 C 3.081 -1.278 0.219  -0.127
2 C 2.429 -1.387 -0.971  -0.104
3 C 1.081 -0.809 -1.054  -0.033
4 C 0.568 -0.257 0.108  -0.201
5 C -0.814 0.402 -0.038  -0.255
6 N -1.431 0.755 1.081  0.110
7 C -2.617 1.319 0.986  -0.158
8 C -3.246 1.435 -0.206  -0.073
9 C -2.534 0.953 -1.338  -0.173
10 N -1.346 0.414 -1.316  0.104
11 C 1.199 -0.191 1.345  -0.075
12 C 2.470 -0.725 1.397  -0.097
13 H 4.165 -1.552 0.190  0.109
14 H 2.873 -1.951 -1.777  0.091
15 H 0.584 -1.079 -2.206  0.182
16 H -2.986 1.543 1.970  0.107
17 H -4.273 1.859 -0.587  0.135
18 H -3.099 0.813 -2.466  0.167
19 H 0.765 0.408 2.245  0.143
20 H 3.130 -0.670 2.420  0.148

* highest occupied orbital energy: -8.952 eV
* largest force on an atom: 0.0927 hartree/bohr
* structure (SMILES): c1ccc(-c2ncccn2)cc1
* multiplicity: 1
* orbital gap: 9.367 eV
* energy: -495.2944 Eh



(2)
A single C10H8N2O molecule. Source: the Open Molecules 2025 dataset; level of theory: ωB97M-V/def2-TZVPD.

Each line ends with the Löwdin charge.
Cartesian coordinates (Å):
1 N -1.333 -3.364 2.138  0.156
2 C -0.692 -2.826 1.350  -0.188
3 C -0.071 -2.120 0.246  -0.222
4 N -0.273 -2.808 -0.928  0.062
5 C -1.121 -2.229 -1.683  -0.172
6 O -1.561 -0.993 -1.354  -0.018
7 C -1.110 -0.592 -0.087  -0.123
8 C -0.303 0.684 -0.052  -0.209
9 C -0.441 1.403 1.086  -0.049
10 C 0.396 2.495 1.269  -0.048
11 C 1.466 2.659 0.370  -0.119
12 C 1.728 1.853 -0.654  -0.102
13 C 0.811 0.813 -0.882  -0.019
14 H 0.983 -1.874 0.316  0.135
15 H -1.294 -2.654 -2.751  0.172
16 H -1.972 -0.596 0.564  0.133
17 H -1.311 1.144 1.695  0.124
18 H 0.112 3.405 1.801  0.111
19 H 2.141 3.471 0.555  0.101
20 H 2.671 1.950 -1.204  0.116
21 H 1.175 0.180 -1.793  0.156

* highest occupied orbital energy: -9.332 eV
* largest force on an atom: 0.0737 hartree/bohr
* structure (SMILES): N#C[C@H]1N=CO[C@@H]1c1ccccc1
* multiplicity: 1
* orbital gap: 9.862 eV
* energy: -570.5227 Eh



(3)
A molecular structure, C10H8N2RuSe4. Source: the Open Molecules 2025 dataset; level of theory: ωB97M-V/def2-TZVPD.

Each line ends with the Löwdin charge.
Cartesian coordinates (Å):
1 Ru 0.218 -1.603 1.003  0.526
2 C 1.489 -0.885 -3.020  0.003
3 C 1.210 0.461 -3.196  0.015
4 C 0.676 1.193 -2.144  0.040
5 C 0.411 0.553 -0.950  -0.183
6 N 0.678 -0.763 -0.791  -0.083
7 C 1.213 -1.465 -1.797  -0.083
8 C -0.193 1.174 0.238  -0.181
9 C -0.458 2.519 0.398  0.040
10 C -1.010 2.960 1.593  0.016
11 C -1.290 2.048 2.598  0.003
12 C -1.014 0.712 2.373  -0.074
13 N -0.472 0.290 1.225  -0.076
14 H 1.909 -1.482 -3.816  0.132
15 H 1.397 0.938 -4.149  0.137
16 H 0.466 2.247 -2.258  0.130
17 H 1.408 -2.510 -1.601  0.122
18 H -0.234 3.217 -0.396  0.130
19 H -1.216 4.013 1.734  0.137
20 H -1.714 2.358 3.541  0.132
21 H -1.227 -0.048 3.113  0.124
22 Se -1.729 -2.799 0.249  0.334
23 Se -1.787 -4.825 1.151  0.227
24 Se 0.077 -5.119 2.430  0.222
25 Se 1.191 -3.184 2.472  0.212

* highest occupied orbital energy (spin up / spin down): -15.688 / -15.693 eV
* largest force on an atom: 0.0470 hartree/bohr
* multiplicity: 1
* total charge: +2
* orbital gap (spin up / spin down): 6.014 / 6.021 eV
* energy: -10195.4408 Eh



(4)
A single C10H8OS molecule. Source: the Open Molecules 2025 dataset; level of theory: ωB97M-V/def2-TZVPD.

Each line ends with the Löwdin charge.
Cartesian coordinates (Å):
1 O -0.817 2.373 1.224  0.082
2 C -0.088 1.501 0.499  -0.247
3 C -0.420 0.161 0.444  -0.103
4 C -1.494 -0.366 1.221  -0.019
5 C -1.845 -1.672 1.132  -0.079
6 C -1.164 -2.534 0.232  -0.080
7 C -0.147 -2.077 -0.535  -0.038
8 C 0.284 -0.712 -0.475  -0.165
9 C 1.241 -0.239 -1.333  -0.068
10 C 1.709 1.122 -1.281  -0.547
11 S 3.023 1.544 -0.007  0.751
12 C 1.094 1.983 -0.231  -0.351
13 H -0.398 3.241 1.239  0.118
14 H -1.990 0.309 1.900  0.113
15 H -2.637 -2.075 1.743  0.101
16 H -1.474 -3.567 0.169  0.102
17 H 0.373 -2.735 -1.214  0.111
18 H 1.647 -0.883 -2.099  0.115
19 H 1.998 1.572 -2.226  0.105
20 H 1.103 3.055 -0.403  0.100

* highest occupied orbital energy (spin up / spin down): -7.080 / -7.081 eV
* largest force on an atom: 0.0369 hartree/bohr
* structure (SMILES): OC1=c2ccccc2=C[C@@H]2S[C@H]12
* multiplicity: 1
* orbital gap (spin up / spin down): 6.570 / 6.571 eV
* energy: -859.2272 Eh



(5)
36 unconnected molecules or ions with the total composition C10H91Br2F3O43P2S. Source: the Open Molecules 2025 dataset; level of theory: ωB97M-V/def2-TZVPD.

Each line ends with the Löwdin charge.
Cartesian coordinates (Å):
1 C 0.052 -0.719 -3.015  -0.053
2 O 0.812 -0.119 -1.962  -0.256
3 C 0.293 -0.494 -0.721  -0.275
4 P 1.222 0.137 0.737  0.837
5 C 2.864 -0.523 1.283  -0.241
6 P 2.872 -2.313 1.471  0.457
7 O 2.124 -3.073 0.464  -0.249
8 O 2.500 -2.665 2.992  -0.119
9 O 4.426 -2.721 1.370  -0.134
10 O 0.505 -1.041 1.719  -0.363
11 C -0.902 -1.161 1.855  -0.216
12 C -1.414 -2.548 1.460  -0.355
13 C -0.770 -3.670 2.250  -0.011
14 O -2.822 -2.542 1.796  -0.065
15 C 0.646 1.577 1.779  -0.732
16 Br -1.032 2.315 1.093  0.935
17 C 0.678 1.281 3.288  -0.709
18 C -0.659 1.377 4.022  -0.175
19 Br 1.841 2.614 4.172  0.875
20 S 2.515 1.610 -0.487  0.686
21 O 3.282 0.950 -1.529  -0.342
22 O 3.390 2.284 0.465  -0.363
23 C 1.624 3.021 -1.360  -0.686
24 F 1.446 4.061 -0.538  0.106
25 F 2.419 3.431 -2.357  0.119
26 F 0.457 2.672 -1.878  0.130
27 H -0.927 -0.238 -3.097  0.091
28 H -0.111 -1.783 -2.829  0.085
29 H 0.619 -0.630 -3.927  0.060
30 H -0.723 -0.083 -0.637  0.107
31 H 0.287 -1.580 -0.609  0.097
32 H 3.143 -0.079 2.243  0.088
33 H 3.671 -0.291 0.587  0.052
34 H 2.516 -3.632 3.067  0.106
35 H 4.890 -2.319 2.133  0.053
36 H -1.496 -0.428 1.311  0.070
37 H -1.165 -1.060 2.910  0.130
38 H -1.363 -2.707 0.380  0.141
39 H -0.419 -3.307 3.215  0.073
40 H -1.549 -4.401 2.470  0.085
41 H 0.012 -4.185 1.698  0.075
42 H -3.139 -1.625 1.828  0.056
43 H 1.293 2.434 1.631  -0.010
44 H 1.140 0.335 3.542  0.061
45 H -1.496 0.946 3.478  0.044
46 H -0.571 0.821 4.953  0.072
47 H -0.916 2.403 4.272  0.070
48 O 1.504 -3.684 -2.287  -0.075
49 H 1.707 -3.326 -1.412  -0.028
50 H 2.376 -3.867 -2.645  0.008
51 O 4.106 -1.969 -2.307  -0.054
52 H 4.480 -2.145 -3.177  0.021
53 H 3.781 -1.065 -2.400  -0.001
54 O -3.611 0.481 1.764  -0.096
55 H -3.432 1.390 1.507  -0.025
56 H -4.291 0.220 1.120  0.020
57 O 4.623 -0.653 -4.836  -0.036
58 H 4.976 -0.809 -5.717  0.045
59 H 4.243 0.231 -4.873  0.032
60 O -5.011 0.803 -0.608  -0.074
61 H -5.202 0.250 -1.376  0.017
62 H -5.311 1.684 -0.858  0.036
63 O 0.333 -0.908 -6.125  -0.048
64 H 0.918 -0.448 -6.740  0.005
65 H 0.508 -1.844 -6.281  0.074
66 O -4.685 -2.715 4.428  -0.057
67 H -4.047 -2.479 3.744  -0.001
68 H -4.707 -3.676 4.402  0.032
69 O -4.272 -1.933 -0.830  -0.052
70 H -4.443 -2.733 -1.349  0.015
71 H -3.729 -2.248 -0.097  0.003
72 O -0.983 -1.116 -8.790  -0.067
73 H -0.913 -0.907 -7.849  -0.016
74 H -0.076 -1.202 -9.098  0.020
75 O 0.796 7.151 0.508  -0.038
76 H 1.693 7.496 0.560  0.057
77 H 0.879 6.344 -0.007  0.008
78 O -2.301 5.368 2.326  -0.077
79 H -1.564 4.970 1.853  -0.029
80 H -2.182 6.319 2.193  0.026
81 O -3.091 -0.485 -4.718  -0.080
82 H -2.348 -0.555 -5.327  -0.002
83 H -3.197 0.468 -4.586  -0.008
84 O -7.318 -0.568 -1.956  -0.041
85 H -7.637 -0.073 -1.193  0.051
86 H -6.987 -1.394 -1.584  0.050
87 O -3.441 -4.253 -2.192  -0.045
88 H -2.850 -3.753 -2.766  0.052
89 H -2.926 -5.017 -1.905  0.015
90 O 1.132 5.516 6.091  -0.075
91 H 1.886 5.500 6.690  0.014
92 H 1.314 4.788 5.488  -0.078
93 O -4.478 7.364 2.389  -0.069
94 H -4.803 7.888 3.136  -0.010
95 H -4.097 6.583 2.804  0.004
96 O -7.117 2.734 0.472  -0.052
97 H -6.962 3.651 0.722  0.044
98 H -7.080 2.248 1.302  0.043
99 O -0.183 7.493 3.342  -0.064
100 H -0.217 6.560 3.573  0.016
101 H -0.056 7.513 2.384  -0.009
102 O -2.231 1.041 -7.053  -0.042
103 H -2.261 2.001 -7.097  0.047
104 H -2.891 0.748 -7.691  0.055
105 O -7.370 -0.724 -5.019  -0.063
106 H -7.311 -0.462 -4.091  -0.008
107 H -6.491 -1.054 -5.229  0.029
108 O 3.922 4.189 6.462  -0.066
109 H 4.457 4.737 5.877  0.051
110 H 4.503 3.460 6.704  0.040
111 O 1.996 1.554 -5.911  -0.033
112 H 1.784 1.258 -5.016  0.043
113 H 2.415 2.412 -5.793  0.058
114 O 1.456 6.603 -2.444  -0.044
115 H 1.538 6.679 -3.400  0.044
116 H 1.894 5.771 -2.235  0.003
117 O -4.737 1.742 -4.277  -0.044
118 H -4.811 2.701 -4.278  0.050
119 H -5.429 1.435 -4.872  0.044
120 O 2.539 -0.205 -8.462  -0.043
121 H 2.354 0.364 -7.705  -0.007
122 H 3.059 -0.932 -8.104  0.041
123 O -2.474 -6.727 -0.639  -0.049
124 H -2.766 -6.194 0.108  0.037
125 H -2.174 -7.555 -0.242  0.010
126 O 5.129 -2.091 4.179  -0.041
127 H 4.461 -2.153 4.871  0.048
128 H 5.963 -1.970 4.647  0.071
129 O 4.066 0.391 5.448  -0.089
130 H 4.549 0.254 4.625  0.015
131 H 3.739 1.298 5.399  -0.056
132 O 0.512 -1.351 5.531  -0.037
133 H 1.265 -1.344 6.132  0.046
134 H 0.692 -2.082 4.929  0.014
135 O -2.123 -9.783 0.239  -0.044
136 H -2.351 -10.554 -0.288  0.046
137 H -1.605 -10.131 0.971  0.042
138 O -5.236 8.738 4.845  -0.042
139 H -5.418 8.393 5.724  0.052
140 H -4.627 9.470 4.989  0.057
141 O 3.686 -5.159 -1.184  -0.056
142 H 3.417 -5.503 -0.328  0.034
143 H 3.990 -4.262 -0.993  0.006
144 O 6.302 -4.875 2.308  -0.048
145 H 6.113 -5.487 1.588  0.043
146 H 5.889 -4.052 2.022  -0.005
147 O 5.901 0.852 1.424  -0.056
148 H 6.443 0.683 0.647  0.047
149 H 5.566 1.748 1.295  0.022
150 O 8.285 -7.383 2.797  -0.060
151 H 8.755 -7.511 1.967  0.032
152 H 7.902 -6.500 2.726  -0.001

* highest occupied orbital energy: -10.045 eV
* largest force on an atom: 0.0464 hartree/bohr
* multiplicity: 1
* orbital gap: 9.632 eV
* energy: -10199.5307 Eh



(6)
A single C10H9Cl2NO molecule. Source: the Open Molecules 2025 dataset; level of theory: ωB97M-V/def2-TZVPD.

Each line ends with the Löwdin charge.
Cartesian coordinates (Å):
1 C 2.539 0.677 1.861  -0.083
2 O 3.022 0.524 0.524  -0.139
3 C 1.911 -0.007 -0.173  -0.824
4 Cl 2.548 -0.237 -1.898  0.631
5 C 1.375 -1.391 0.213  -0.115
6 C 0.048 -1.707 0.166  -0.600
7 Cl -0.292 -3.305 0.710  0.715
8 C -0.992 -0.782 -0.221  -0.165
9 C -2.335 -1.175 -0.447  -0.046
10 C -3.228 -0.220 -0.859  -0.079
11 C -2.783 1.116 -0.912  -0.056
12 C -1.419 1.407 -0.969  -0.016
13 C -0.492 0.496 -0.529  -0.207
14 N 0.811 0.901 -0.217  0.067
15 H 3.377 1.255 2.326  0.119
16 H 2.148 -0.135 2.407  0.080
17 H 1.731 1.331 1.894  0.057
18 H 2.227 -2.028 0.392  0.114
19 H -2.721 -2.136 -0.296  0.082
20 H -4.295 -0.594 -1.014  0.131
21 H -3.415 1.860 -1.169  0.064
22 H -0.956 2.420 -1.153  0.137
23 H 1.190 1.730 -0.637  0.135

* highest occupied orbital energy: -8.458 eV
* largest force on an atom: 0.0753 hartree/bohr
* structure (SMILES): CO[C@@]1(Cl)C=C(Cl)c2ccccc2N1
* multiplicity: 1
* orbital gap: 8.579 eV
* energy: -1436.7907 Eh



Values for energy relative to the best compared isomer or geometry (same formula, charge and spin), kcal/mol, ordered as above
46.9; 53.9; 0.0; 38.5; 0.0; 17.7